Entry 1:
A 3-piece molecular cluster, C3H14NO2S2 overall at a distorted geometry, computed with ωB97M-V/def2-TZVPD.

Geometry as ORCA input:
```
! wB97M-V def2-TZVPD RIJCOSX def2/J DEFGRID3
* xyz 2 2
H 2.29734 -0.42070 1.45545
C 0.85236 -2.19857 -0.23191
O 2.00312 2.28862 -0.75280
H -1.67822 -1.28449 0.07821
H 0.32779 -1.69685 1.73246
H -3.88154 0.60645 -1.78822
H -0.83900 -0.13258 -0.73817
H -3.39085 -0.48588 -2.57626
O -3.09634 0.02302 -1.81308
H 0.36416 -3.14755 -0.01191
S -0.90144 2.19760 2.00462
S -1.85734 0.65216 1.26024
N 1.47804 -0.11051 0.91698
H 1.83786 0.16083 -0.00479
H 2.27134 3.11183 -0.34388
H -1.35000 3.31042 1.35902
H 0.57953 -1.86720 -1.22781
H 1.31650 0.76864 1.42411
H 1.91021 -2.44232 -0.16034
C -0.90166 -0.53218 0.29156
C 0.37903 -1.12805 0.81268
H 2.27910 2.32731 -1.68614
*
```

energy above the lowest of the compared OMol25 structures with the same formula, charge and spin	0.565	eV
⟨S²⟩	0.755
largest force on an atom	0.04257	Eh/bohr
Kohn-Sham gap (alpha / beta)	10.268 / 6.072	eV
lowest unoccupied orbital energy (alpha / beta)	-0.2860 / -0.4400	hartree

Entry 2:
A 3-piece molecular cluster, C3H14NO3 overall at a distorted geometry, computed with ωB97M-V/def2-TZVPD.

Geometry as ORCA input:
```
! wB97M-V def2-TZVPD RIJCOSX def2/J DEFGRID3
* xyz 1 1
H -3.33374 -0.60104 -0.32734
H 0.96433 -1.80814 -1.07571
C -0.08477 -1.79287 1.18945
H 0.51344 2.55863 1.01457
H 2.16183 -0.72327 -0.15745
O 1.16606 1.45430 -0.88944
H 0.45026 -2.64830 0.82603
H -0.54942 2.42210 2.08228
N 0.12130 -0.60218 0.34846
O -2.67077 -0.03176 0.06806
O -0.28635 2.05329 1.21819
H -1.16731 -1.97914 1.24518
H -0.78028 -0.33418 -0.13449
H 2.01402 0.44709 -2.46966
H -2.99183 0.85790 -0.09995
H 1.41918 2.25581 -1.34897
C 1.21113 -0.78020 -0.69327
C 1.12692 0.33679 -1.76538
H 0.28655 -1.54115 2.24509
H 0.14867 0.18933 -2.21948
H 0.28077 0.26700 0.94384
*
```

energy above the lowest of the compared OMol25 structures with the same formula, charge and spin	0.733	eV
largest force on an atom	0.04975	Eh/bohr
Kohn-Sham gap	11.953	eV
lowest unoccupied orbital energy	-0.1020	hartree

What did the second record say?
A 3-piece molecular cluster, C3H14NO3 overall at a distorted geometry, computed with ωB97M-V/def2-TZVPD.

Geometry as ORCA input:
```
! wB97M-V def2-TZVPD RIJCOSX def2/J DEFGRID3
* xyz 1 1
H -3.33374 -0.60104 -0.32734
H 0.96433 -1.80814 -1.07571
C -0.08477 -1.79287 1.18945
H 0.51344 2.55863 1.01457
H 2.16183 -0.72327 -0.15745
O 1.16606 1.45430 -0.88944
H 0.45026 -2.64830 0.82603
H -0.54942 2.42210 2.08228
N 0.12130 -0.60218 0.34846
O -2.67077 -0.03176 0.06806
O -0.28635 2.05329 1.21819
H -1.16731 -1.97914 1.24518
H -0.78028 -0.33418 -0.13449
H 2.01402 0.44709 -2.46966
H -2.99183 0.85790 -0.09995
H 1.41918 2.25581 -1.34897
C 1.21113 -0.78020 -0.69327
C 1.12692 0.33679 -1.76538
H 0.28655 -1.54115 2.24509
H 0.14867 0.18933 -2.21948
H 0.28077 0.26700 0.94384
*
```

energy above the lowest of the compared OMol25 structures with the same formula, charge and spin	0.733	eV
largest force on an atom	0.04975	Eh/bohr
Kohn-Sham gap	11.953	eV
lowest unoccupied orbital energy	-0.1020	hartree

Repeat the second record exactly.
A 3-piece molecular cluster, C3H14NO3 overall at a distorted geometry, computed with ωB97M-V/def2-TZVPD.

Geometry as ORCA input:
```
! wB97M-V def2-TZVPD RIJCOSX def2/J DEFGRID3
* xyz 1 1
H -3.33374 -0.60104 -0.32734
H 0.96433 -1.80814 -1.07571
C -0.08477 -1.79287 1.18945
H 0.51344 2.55863 1.01457
H 2.16183 -0.72327 -0.15745
O 1.16606 1.45430 -0.88944
H 0.45026 -2.64830 0.82603
H -0.54942 2.42210 2.08228
N 0.12130 -0.60218 0.34846
O -2.67077 -0.03176 0.06806
O -0.28635 2.05329 1.21819
H -1.16731 -1.97914 1.24518
H -0.78028 -0.33418 -0.13449
H 2.01402 0.44709 -2.46966
H -2.99183 0.85790 -0.09995
H 1.41918 2.25581 -1.34897
C 1.21113 -0.78020 -0.69327
C 1.12692 0.33679 -1.76538
H 0.28655 -1.54115 2.24509
H 0.14867 0.18933 -2.21948
H 0.28077 0.26700 0.94384
*
```

energy above the lowest of the compared OMol25 structures with the same formula, charge and spin	0.733	eV
largest force on an atom	0.04975	Eh/bohr
Kohn-Sham gap	11.953	eV
lowest unoccupied orbital energy	-0.1020	hartree

- Number 2 is which compound?
  C3H14NO3